1.
This record from OMol25 describes a 15-piece molecular cluster, C29H68O25 overall. The level of theory is ωB97M-V/def2-TZVPD.

The spin multiplicity is 1. The value obtained for the HOMO energy is -9.734 eV. As for the LUMO energy: -0.40 eV.

```
122
Properties=species:S:1:pos:R:3:forces:R:3
O -1.05610 7.25402 0.78213 0.047 0.190 -0.049
O 0.91681 6.62375 1.58934 -0.052 -0.126 -0.068
O -2.83292 3.45567 0.05706 -0.028 0.297 -0.112
O -2.60655 -6.83577 -1.49639 -0.148 -0.115 -0.007
O 2.01516 2.28233 2.77373 -0.034 -0.264 0.195
O 4.64422 2.75492 1.82319 0.240 -0.244 -0.073
O -3.46860 -0.80733 4.96142 -0.178 0.002 -0.016
O -1.60225 -2.00326 -4.71008 0.183 -0.212 0.234
O -4.22115 -2.77705 1.17888 0.176 -0.082 0.209
O 1.87725 -3.49535 -2.33273 -0.135 0.077 -0.044
O 3.24658 -1.80642 1.22222 -0.240 0.128 -0.303
O -3.23461 -7.37904 0.59547 -0.044 -0.149 0.093
O -1.23780 2.75694 2.31867 0.287 -0.290 0.174
O -4.87523 -0.78859 1.91917 0.015 -0.109 -0.097
O 1.00314 1.98528 -3.63003 -0.011 0.050 -0.347
O -2.23989 -2.47019 4.06007 -0.392 0.185 -0.085
O 2.24795 1.78385 -1.76754 -0.021 -0.115 -0.038
O -0.27377 8.19606 2.67009 -0.021 0.111 0.144
O 0.10415 1.22047 -1.72082 -0.106 0.329 -0.117
O -1.22284 -0.80846 5.11377 -0.160 0.162 0.273
O -1.21518 -0.23217 -7.00665 0.121 -0.175 0.079
O -2.61909 -5.27924 0.08723 0.041 -0.042 -0.150
O 5.21318 1.51945 -5.25696 -0.066 0.121 -0.332
O -2.85554 -1.01655 0.95314 0.137 0.136 -0.141
O 6.21889 -0.88568 -2.14360 0.128 0.088 0.237
C 4.53974 1.35205 -4.01944 0.191 -0.254 0.144
C 2.71030 -2.34465 -2.44777 0.126 -0.089 -0.134
C -3.21703 2.21919 -0.51870 0.106 -0.061 -0.034
C 1.10737 1.69209 -2.48502 0.017 -0.142 0.559
C 0.82426 5.96910 0.29696 -0.389 0.385 0.503
C -0.16148 -1.54964 4.52924 -0.270 -0.382 -0.301
C 5.09383 3.99852 2.32998 -0.384 0.187 -0.047
C -5.75576 -1.74777 2.56634 0.348 -0.165 0.144
C -2.86017 -6.57307 -0.19329 0.154 0.242 -0.115
C -3.89559 -1.47893 1.32023 -0.231 -0.182 0.096
C -0.66031 6.16185 -0.04436 0.599 -0.341 -0.022
C 0.52584 1.01429 -0.36294 0.175 -0.875 -0.021
C 3.53190 -0.95271 2.30991 -0.038 0.011 0.495
C -7.16224 -1.22671 2.66902 0.236 0.073 0.378
C -0.64530 0.93806 -6.42637 -0.011 0.368 -0.034
C -1.19829 -3.60691 -0.92411 0.187 -0.068 -0.123
C -2.42245 -1.31714 4.73003 0.590 -0.254 -0.034
C -2.35545 -4.53979 -1.14534 -0.095 -0.296 0.949
C -0.48120 -3.05740 2.51527 -0.087 -0.255 0.208
C 2.03109 1.33889 -0.42359 -0.219 0.506 0.272
C 0.26947 -0.45119 -0.04083 -0.093 0.344 -0.336
C -1.40977 -1.06771 -3.66462 -0.229 0.071 -0.111
C 5.63103 -0.67289 -0.85831 -0.495 -0.189 -0.299
C -1.31897 1.37509 2.70395 -0.329 -0.241 0.226
C -2.09688 -5.67318 -2.13703 -0.090 0.592 -0.182
C 1.29922 4.55120 0.43612 0.595 0.181 -0.712
C -0.14758 7.43689 1.76763 -0.067 -0.180 -0.206
C -5.53145 -2.98787 1.71416 -0.621 0.190 -0.405
C -0.84447 -2.80285 3.95768 0.036 0.015 0.088
H -2.10604 0.85533 2.15649 0.066 0.304 -0.256
H 3.64352 -2.59329 -2.95690 0.094 0.113 0.140
H 0.58750 -1.80361 5.27434 0.030 0.209 0.074
H -5.30343 -1.89199 3.55150 -0.238 -0.060 0.065
H -0.75327 -3.35956 -1.89026 -0.002 0.235 0.109
H -2.61857 -5.48773 -3.07402 -0.019 -0.233 -0.026
H -3.55908 1.50210 0.23220 0.014 -0.002 -0.015
H 1.01682 -1.02290 -0.58916 -0.110 -0.345 0.159
H -1.84810 -0.10598 -3.94352 0.060 0.103 0.234
H -7.80247 -1.98897 3.11514 -0.001 -0.070 -0.104
H -0.72832 -0.73194 -0.37796 0.037 0.080 0.068
H -0.33171 1.65469 -7.19039 -0.059 -0.039 -0.024
H -0.42548 -4.09891 -0.33082 0.013 -0.129 -0.115
H -1.25789 5.28632 0.20759 -0.063 0.012 -0.105
H 0.23850 0.66207 -5.85809 -0.063 -0.166 0.022
H 2.32320 2.14786 0.24066 0.023 -0.077 0.029
H 6.09979 4.17200 1.95897 0.057 -0.065 0.006
H 2.17167 1.79105 3.58726 -0.019 -0.015 0.058
H -5.61299 -3.92041 2.26584 0.421 0.002 0.081
H 4.45576 4.82021 1.98097 0.088 0.002 0.022
H 0.60520 -3.06732 2.39759 0.003 0.148 -0.018
H -0.84783 -4.02448 2.17449 -0.178 0.080 -0.060
H 4.70686 0.34709 -3.62006 -0.077 0.081 0.052
H 3.14895 -2.71641 1.51441 0.054 0.040 0.128
H 3.58192 0.07342 1.94899 0.211 -0.096 -0.222
H 2.32044 4.57257 0.82250 -0.148 -0.173 0.357
H -0.37671 0.86223 2.50071 0.069 0.075 0.065
H -3.27971 -3.98722 -1.31640 0.038 -0.038 -0.415
H -7.15589 -0.38514 3.36204 -0.150 0.117 -0.182
H 0.25849 -0.95094 3.71859 0.200 -0.002 0.071
H 5.86409 0.32390 -0.48891 0.327 -0.055 -0.018
H 2.64462 0.46495 -0.20776 0.016 -0.054 -0.183
H 0.32891 -0.66119 1.02551 0.244 0.031 -0.003
H -2.40054 1.77465 -1.09892 -0.023 -0.055 0.062
H 1.45574 6.55691 -0.37142 0.051 -0.167 -0.119
H -0.96959 3.24509 3.10188 -0.270 0.253 -0.046
H 2.74766 -0.95175 3.08243 -0.017 -0.226 -0.108
H 1.21995 2.79799 2.94063 -0.004 0.120 -0.154
H 0.61947 3.94845 1.03291 0.033 0.000 0.113
H 2.91401 -1.94857 -1.45276 0.130 0.036 -0.013
H 4.54288 -0.72809 -0.93674 -0.005 -0.011 0.005
H -7.56257 -0.92730 1.70346 0.009 0.010 -0.047
H -1.35598 -1.57593 -5.54170 -0.048 0.065 -0.090
H -0.92724 -2.25771 1.92446 0.121 -0.098 -0.198
H 6.48612 -1.80588 -2.19290 0.015 0.018 -0.068
H 4.47712 -1.22208 2.78779 0.032 0.149 -0.005
H 6.12221 1.21998 -5.18250 -0.029 -0.023 0.186
H -1.58120 1.28352 3.75795 0.143 0.050 0.046
H -0.36110 -0.90938 -3.38931 0.048 -0.068 -0.191
H 1.41621 4.09680 -0.55280 -0.308 0.034 -0.016
H 3.47772 1.49390 -4.19496 -0.010 0.093 -0.082
H 4.87487 2.08007 -3.27394 -0.045 0.014 -0.001
H -0.70593 -3.68033 4.59096 0.169 0.040 -0.012
H -1.03285 -5.79110 -2.34424 0.035 -0.090 0.093
H -1.35137 1.42493 -5.74970 0.083 0.027 0.026
H -1.50717 -2.71503 -0.38491 -0.062 0.048 -0.128
H 2.40853 -4.26863 -2.52846 -0.035 -0.042 -0.021
H 5.93099 -1.44994 -0.15515 0.147 0.187 0.170
H 2.23096 -1.57099 -3.05189 -0.208 -0.106 0.049
H -4.03970 2.41668 -1.20432 -0.022 0.038 0.020
H -0.05927 1.66183 0.28839 0.116 0.261 -0.119
H -2.28110 3.30482 0.83376 -0.088 -0.226 0.039
H -2.05110 0.00425 -7.41652 -0.001 -0.009 -0.015
H 3.76246 2.57109 2.16811 -0.045 0.280 -0.015
H -1.91844 -1.44360 -2.77558 -0.075 0.039 -0.050
H -0.76550 6.40231 -1.09869 -0.329 0.145 0.046
H -6.23211 -3.04802 0.87399 0.016 0.127 0.040
H 5.10167 4.02882 3.42353 0.085 -0.073 0.001
```
Positions in Å, forces in eV/Å.

=====

2.
This record from OMol25 describes a 8-piece molecular cluster, C29H70BrN15O12S overall. The level of theory is ωB97M-V/def2-TZVPD.

The spin multiplicity is 1. The value obtained for the HOMO energy is -9.481 eV. The structure (SMILES) is COCCCCCCCCCCCC[C@H]1C[C@](Br)(CC(=O)N(C)C)[C@@H](C)S(=O)(=O)O1.NC(N)=O.NC(N)=O.NC(N)=O.NC(N)=O.NC(N)=O.NC(N)=O.NC(N)=O. As for the LUMO energy: 0.03 eV.

```
128
Properties=species:S:1:pos:R:3:forces:R:3
Br -1.82807 3.87916 3.51653 -0.009 0.151 -0.095
S 1.45697 4.78938 3.47320 0.332 0.145 -0.114
O 2.79750 5.06876 3.04533 -0.173 -0.037 -0.012
O -7.17313 2.01565 3.93135 0.008 -0.005 -0.002
O 0.85730 5.61214 4.47291 0.006 -0.197 0.039
O -0.69773 3.18609 -5.82094 0.091 -0.096 0.037
O 0.35245 3.18915 -0.70837 0.321 0.020 -0.068
O -0.21237 -2.85700 -3.34687 0.074 0.080 0.019
O -3.55707 -2.23592 3.04183 0.016 0.154 -0.110
O 4.78422 -1.64160 0.34108 0.075 0.008 -0.087
O -0.93600 -3.07074 -7.58400 -0.094 0.124 0.229
O 7.63372 -4.01814 -0.86314 0.220 -0.346 -0.028
O -4.10172 1.96377 -7.10022 -0.007 -0.008 0.017
O 1.38135 3.29078 3.98627 -0.213 0.119 -0.224
N -4.70594 -0.01788 -6.18341 0.000 0.024 0.008
N -0.08838 -1.00646 -7.15948 -0.060 -0.103 0.021
N 0.98191 -2.45032 -8.61207 -0.032 -0.001 0.005
N -6.17200 4.00977 4.34668 -0.020 -0.007 -0.023
N 8.66904 -2.02797 -0.63482 0.032 -0.015 0.015
N -5.19154 2.47622 2.92736 -0.027 0.006 -0.076
N -2.15240 -2.74475 -4.52162 0.131 0.379 0.025
N -2.17543 -2.92822 -2.21537 0.032 0.089 0.059
N 0.05540 5.26564 -5.33880 0.016 -0.050 0.019
N -2.85845 1.12991 -5.39154 0.091 0.068 -0.014
N 9.50233 -3.62902 -2.08832 -0.024 0.003 0.011
N 4.94611 -3.32088 -1.17136 -0.274 -0.041 0.210
N 1.22446 3.89761 -6.78639 -0.008 -0.024 0.066
N 3.51743 -1.53762 -1.53580 0.131 -0.018 0.004
N -1.71703 2.42421 -1.41303 -0.045 0.012 0.109
C -1.49108 3.62199 0.73781 -0.027 -0.089 -0.051
C -1.26657 1.05600 -1.64935 -0.414 -0.210 -0.271
C 2.61647 -2.68583 3.84306 0.005 0.102 0.077
C 1.43984 2.32184 2.89154 0.171 -0.068 0.183
C -3.89776 1.08911 -6.28020 -0.013 -0.067 0.031
C 0.43569 4.76137 1.96589 -0.123 0.123 0.300
C 0.41144 -3.10778 5.15113 -0.061 0.149 -0.158
C -1.94736 -4.67551 2.84958 -0.195 -0.319 0.161
C 0.09152 2.25821 2.19538 -0.103 -0.071 0.282
C -4.24136 -3.46272 2.97245 -0.177 -0.315 0.068
C -1.73614 -4.33331 4.33826 0.365 -0.069 -0.040
C -1.88291 3.19104 -2.65057 -0.209 0.260 0.234
C -1.02170 -2.99272 4.59122 0.063 0.149 -0.062
C 3.82066 -0.54727 3.05646 0.207 0.390 0.328
C -0.58447 3.61559 1.97141 0.010 0.190 0.149
C -1.42908 -2.84489 -3.36211 -0.159 -0.059 -0.095
C 1.77928 0.96702 3.47588 -0.002 0.201 -0.067
C -0.07252 -2.22677 -7.77135 0.108 0.047 -0.021
C 0.14214 4.06076 -5.97151 -0.037 0.114 -0.038
C -4.28860 -1.25642 3.74550 -0.128 -0.204 -0.005
C 3.26214 0.70317 3.77437 -0.297 -0.472 0.213
C -6.24430 2.78100 3.74659 0.047 0.017 0.018
C 8.54821 -3.27383 -1.17570 -0.090 0.207 0.106
C -3.36865 -4.47946 2.26933 0.285 0.259 -0.291
C -0.15198 6.16487 1.76458 0.165 0.017 -0.362
C 1.38904 -2.07953 4.54808 0.351 -0.152 0.043
C -0.82824 3.08126 -0.50845 -0.028 0.045 -0.021
C 4.44196 -2.14487 -0.72293 -0.089 0.040 -0.043
C 3.88111 -1.82717 3.90176 0.062 -0.160 -0.447
H 1.42150 0.23251 2.74989 0.027 0.005 -0.007
H -2.68728 0.41201 -4.71178 -0.052 -0.045 -0.021
H 3.25183 -0.75641 2.14946 0.071 0.057 -0.084
H -3.17705 -2.91721 -2.20101 -0.008 -0.046 -0.021
H 0.06357 6.50910 0.75256 -0.070 -0.032 -0.015
H 1.92065 4.60372 -6.92848 -0.010 0.020 -0.003
H 7.95929 -1.74416 0.01809 -0.048 0.003 -0.031
H 3.19623 -1.93436 -2.39792 -0.097 -0.057 0.012
H -5.18954 -3.34730 2.42757 0.025 0.058 -0.029
H 0.27674 1.73080 1.26120 -0.142 0.091 -0.134
H -1.07483 3.03741 -3.36993 0.025 -0.047 -0.012
H -1.67664 -3.01452 -1.34948 0.008 -0.018 0.001
H 2.22738 2.66096 2.21373 -0.002 -0.064 -0.083
H 1.70363 -1.77834 -8.78533 -0.005 0.019 0.003
H -3.26938 -4.15074 1.22966 -0.007 -0.060 -0.011
H 3.13273 -0.66659 -1.22472 0.001 -0.002 0.017
H -3.15366 -2.74530 -4.54571 -0.013 -0.179 0.030
H 0.85592 -1.46142 3.82685 -0.052 0.075 0.147
H -0.95982 -2.44256 3.65005 -0.136 -0.062 -0.044
H -2.23614 1.92424 -5.43779 0.054 -0.035 -0.094
H 1.15085 4.54058 1.17351 0.007 -0.074 0.015
H -2.67288 -4.38511 4.89232 -0.059 -0.026 -0.043
H 4.68797 -3.73054 -2.04802 -0.024 0.022 -0.019
H -1.92622 4.25277 -2.39335 0.041 0.015 -0.049
H 3.36717 0.53691 4.84908 0.121 0.198 0.018
H 0.72977 5.99831 -5.44860 0.009 0.001 -0.013
H -5.26938 -1.09002 3.28423 0.002 0.070 -0.018
H -2.39645 3.05095 0.92940 0.052 -0.117 -0.031
H -5.41071 4.64709 4.21025 0.021 -0.017 -0.005
H 1.02006 -3.34058 -9.07078 -0.006 -0.017 0.007
H -1.82628 4.63360 0.48940 -0.033 0.023 0.116
H -1.69654 -5.73075 2.71900 0.005 0.013 -0.115
H 1.30096 3.02912 -7.27925 -0.019 0.000 -0.029
H -3.89187 -5.43606 2.22077 -0.119 0.039 0.174
H -0.57996 1.65112 2.80269 0.036 -0.164 -0.108
H -0.85974 -0.79530 -6.55303 -0.030 0.114 -0.043
H -3.71610 -0.33253 3.73249 0.038 0.024 0.035
H 4.82961 -0.31024 2.71923 0.004 -0.097 -0.049
H -0.35726 0.99340 -2.25566 0.106 0.035 0.105
H 10.25892 -3.03037 -2.35690 0.003 0.015 0.017
H 4.15916 -1.59608 4.93495 -0.096 0.029 0.042
H -4.41502 3.09179 2.76859 0.036 -0.021 0.079
H -2.06453 0.52668 -2.17504 0.034 0.009 -0.036
H 0.80007 -4.11219 4.96676 -0.037 -0.031 -0.033
H 0.28576 6.88877 2.44690 -0.038 -0.017 0.064
H -1.10246 -5.12144 4.75241 -0.093 -0.015 0.122
H 9.40382 -1.38958 -0.87078 0.004 0.000 -0.017
H -5.21027 1.58207 2.47522 -0.020 -0.018 -0.006
H -0.73807 5.41694 -4.74531 -0.023 0.007 -0.014
H 9.43220 -4.54282 -2.49351 -0.003 -0.019 0.014
H -2.84583 2.95183 -3.10105 0.102 -0.175 -0.122
H 2.39883 -2.84443 2.78173 -0.083 -0.164 0.029
H -1.13331 0.53294 -0.70172 0.142 0.045 0.015
H 0.39527 -2.97497 6.23449 -0.027 -0.170 0.035
H 4.69386 -2.43552 3.49493 0.003 0.001 0.037
H 2.83680 -3.67021 4.26483 -0.010 0.023 0.075
H -1.23021 6.17127 1.90907 0.010 0.021 0.155
H -4.51503 -3.81393 3.97788 0.084 0.108 0.047
H 3.86101 1.58316 3.53551 -0.052 0.034 -0.073
H 1.15192 0.84606 4.36185 -0.003 -0.015 -0.007
H -1.62334 -2.36098 5.24829 0.016 0.015 0.019
H -1.64748 -2.70185 -5.39330 -0.012 -0.295 -0.152
H -5.47373 -0.08283 -6.82406 0.002 0.005 -0.020
H 0.61590 -0.30815 -7.29473 0.015 -0.002 -0.021
H -4.46083 -1.57124 4.78146 0.046 0.078 0.029
H -6.92342 4.26515 4.95843 -0.009 -0.009 0.012
H 5.63592 -3.78339 -0.59896 0.132 0.144 -0.244
H -4.55955 -0.74987 -5.51696 0.024 0.003 0.011
H -1.22155 -4.13256 2.24249 -0.004 0.129 0.085
H 1.76733 -1.41570 5.33081 -0.140 0.072 0.022
```
Positions in Å, forces in eV/Å.